# 1
This record from the Open Molecules 2025 dataset describes 2 unconnected molecules or ions with the total composition C6H12N2 at a distorted geometry. The level of theory is ωB97M-V/def2-TZVPD.

Positions of all 20 atoms, in Å:
C  -1.139  -2.435  -2.024
C  0.227  -2.809  -2.636
H  -1.282  -2.640  -0.966
H  -1.279  -1.361  -2.168
H  -1.975  -2.929  -2.525
H  0.148  -2.798  -3.721
H  0.559  -3.755  -2.211
H  0.921  -2.020  -2.369
C  0.250  0.552  3.027
C  0.161  0.692  -0.512
C  0.163  0.952  1.594
C  0.227  2.207  1.054
N  0.132  0.006  0.600
N  0.201  2.023  -0.290
H  0.104  0.378  -1.543
H  0.331  2.710  -1.035
H  0.176  3.137  1.593
H  -0.504  -0.203  3.276
H  0.154  1.376  3.729
H  1.204  0.034  3.176

Results
Kohn-Sham gap (spin up / spin down) = 2.67 / 8.54 eV
LUMO (spin up / spin down) = 3.78 / 3.71 eV
Spin multiplicity = 2
Highest occupied orbital energy (spin up / spin down) = 1.11 / -4.83 eV
E = -9395.5524 eV
Expectation value of S² = 0.75
Charge = -1
Relative energy (zero: lowest compared OMol25 entry of this formula, charge and spin) = 0.0 kcal per mole

=====

# 2
This record from the Open Molecules 2025 dataset describes C6H12N2 in the gas phase at a distorted geometry. The level of theory is ωB97M-V/def2-TZVPD.

Positions of all 20 atoms, in Å:
C  1.320  -1.187  0.899
C  0.333  -0.938  -0.239
N  0.989  -0.524  -1.460
C  -1.174  -0.096  0.210
C  -1.958  0.043  -1.088
C  -0.830  1.190  0.850
C  0.372  1.700  0.687
N  1.444  2.219  0.690
H  0.810  -1.291  1.860
H  1.879  -2.112  0.714
H  2.070  -0.396  0.980
H  -0.142  -1.899  -0.464
H  1.625  -1.239  -1.805
H  1.539  0.322  -1.314
H  -1.738  -0.720  0.915
H  -2.821  0.705  -0.946
H  -2.333  -0.929  -1.424
H  -1.346  0.466  -1.890
H  -1.575  1.719  1.440
H  1.535  2.968  1.385

Results
Kohn-Sham gap = 8.11 eV
LUMO = 0.34 eV
Spin multiplicity = 1
Highest occupied orbital energy = -7.77 eV
E = -9393.6664 eV
Charge = 0
Relative energy (zero: lowest compared OMol25 entry of this formula, charge and spin) = 73.4 kcal per mole

=====

# 3
This record from the Open Molecules 2025 dataset describes 2 unconnected molecules or ions with the total composition C6H12N2 at a distorted geometry. The level of theory is ωB97M-V/def2-TZVPD.

Positions of all 20 atoms, in Å:
C  -1.223  2.578  -0.309
C  -0.127  1.614  -0.644
C  0.169  1.100  -1.960
N  1.295  0.229  -1.580
C  1.709  0.481  -0.258
N  0.711  1.203  0.358
H  -1.924  2.319  0.570
H  -1.941  2.682  -1.149
H  -0.881  3.625  0.033
H  -0.280  0.807  -2.807
H  1.883  -0.134  -2.174
H  2.598  0.015  0.145
C  -0.586  -1.611  0.674
C  0.134  -2.515  1.707
H  -0.758  -0.475  0.840
H  -0.203  -1.757  -0.334
H  -1.624  -1.894  0.596
H  0.544  -3.377  1.323
H  0.984  -2.075  2.364
H  -0.481  -2.816  2.604

Results
Kohn-Sham gap = 9.56 eV
LUMO = 0.95 eV
Spin multiplicity = 1
Highest occupied orbital energy = -8.61 eV
E = -9394.6804 eV
Charge = 0
Relative energy (zero: lowest compared OMol25 entry of this formula, charge and spin) = 50.0 kcal per mole

=====

# 4
This record from the Open Molecules 2025 dataset describes 2 unconnected molecules or ions with the total composition C6H12N2 at a distorted geometry. The level of theory is ωB97M-V/def2-TZVPD.

Positions of all 20 atoms, in Å:
C  -1.058  -1.084  1.779
C  0.971  2.173  1.324
C  -0.542  -1.348  0.655
C  1.035  -2.729  -0.736
C  -0.812  1.778  -1.135
C  -0.018  -1.595  -0.470
N  1.272  1.700  0.130
N  0.605  1.674  -0.996
H  -0.588  -0.558  2.528
H  -1.794  -1.877  2.094
H  1.796  1.977  2.042
H  -0.053  2.235  1.628
H  1.770  -2.525  0.010
H  0.675  -3.734  -0.624
H  1.476  -2.621  -1.660
H  -1.379  1.352  -0.315
H  -1.351  2.760  -1.292
H  -1.114  1.241  -1.976
H  -0.469  -1.139  -1.313
H  2.184  1.136  0.031

Results
Kohn-Sham gap = 8.37 eV
LUMO = 0.81 eV
Spin multiplicity = 1
Highest occupied orbital energy = -7.56 eV
E = -9391.0734 eV
Charge = 0
Relative energy (zero: lowest compared OMol25 entry of this formula, charge and spin) = 133.2 kcal per mole